{
  "formula": "C4H13N2O2",
  "method": "ωB97M-V/def2-TZVPD",
  "max_force_ha_per_bohr": 0.0265,
  "e_above_lowest_kcal_mol": 22.3,
  "e_tot_ha": -420.18334,
  "charge": -1,
  "lumo_energy_ev": 3.83,
  "elements": ["O", "O", "N", "N", "C", "C", "C", "C", "H", "H", "H", "H", "H", "H", "H", "H", "H", "H", "H", "H", "H"],
  "positions_angstrom": [[-0.47944, -2.83014, 2.17382], [0.72225, -2.80688, -0.00773], [-1.37231, 1.72669, -0.82523], [0.67810, -0.41822, -0.41902], [-0.53166, 2.19895, -1.90144], [-0.58539, 1.52386, 0.42718], [-0.14849, 0.09520, 0.70498], [1.42923, -1.66299, 0.00762], [2.27575, -1.68216, -0.71218], [0.24508, 2.22720, 0.41770], [0.23418, -2.51170, 2.73306], [-0.02549, -0.81914, -1.03376], [1.85438, -1.49554, 1.02708], [-1.86113, 0.85887, -1.00060], [-1.08396, 2.40573, -2.81715], [0.46675, 0.13885, 1.60368], [-1.25367, 1.87580, 1.22498], [0.06347, -2.97395, 1.24970], [0.01757, 3.10663, -1.61802], [0.37141, 1.59031, -2.08576], [-1.01663, -0.54737, 0.85109]],
  "atomic_forces_ev_per_a": [[0.48, -0.37, -0.19], [-0.18, -0.16, -0.26], [0.54, 0.29, 0.89], [-0.31, -0.23, 1.26], [1.28, -0.12, -0.22], [-1.30, 0.42, -0.08], [0.52, 0.55, -0.97], [0.27, -0.27, -0.36], [0.07, -0.12, 0.17], [0.27, -0.14, -0.12], [-0.10, 0.03, 0.24], [0.27, -0.07, -0.42], [0.03, 0.57, -0.22], [0.14, 0.01, -0.53], [-0.04, -0.12, -0.01], [-0.09, -0.33, 0.17], [0.18, -0.20, 0.25], [-0.57, 0.50, 0.09], [-0.82, 0.42, 0.24], [-0.59, -0.61, -0.37], [-0.06, -0.05, 0.44]]
}

{
  "formula": "CH3O3PS",
  "method": "ωB97M-V/def2-TZVPD",
  "spin_multiplicity": 3,
  "max_force_ha_per_bohr": 0.1428,
  "e_above_lowest_kcal_mol": 70.8,
  "e_tot_ha": -1005.00629,
  "charge": 0,
  "lumo_energy_ev": [-0.39, -2.50],
  "s_squared": 2.008,
  "elements": ["S", "P", "O", "O", "O", "C", "H", "H", "H"],
  "positions_angstrom": [[-0.88088, 0.38774, -1.07757], [2.18021, 0.19843, -1.03199], [-1.80694, 1.40939, -1.03715], [1.89447, -1.17745, -0.60475], [0.76209, 0.94232, -1.12856], [-0.63077, -0.41298, 1.01193], [-0.49507, 0.56009, 1.48488], [0.41025, -0.86760, 1.01656], [-1.43336, -1.03995, 1.36665]],
  "atomic_forces_ev_per_a": [[4.72, -4.14, -3.82], [-0.47, -0.45, 0.26], [-3.50, 4.82, 0.53], [0.74, -0.35, -0.17], [-1.51, 1.04, -0.21], [2.70, -1.19, 4.31], [-0.72, 0.17, -0.16], [-1.68, 0.08, -0.57], [-0.28, 0.02, -0.17]]
}

{
  "formula": "C4H6LiO4",
  "method": "ωB97M-V/def2-TZVPD",
  "spin_multiplicity": 2,
  "max_force_ha_per_bohr": 0.0517,
  "e_tot_ha": -463.81220,
  "charge": 2,
  "lumo_energy_ev": [-9.57, -10.91],
  "s_squared": 0.753,
  "elements": ["O", "O", "O", "O", "C", "C", "C", "C", "Li", "H", "H", "H", "H", "H", "H"],
  "positions_angstrom": [[-1.05909, -0.93700, 0.36023], [1.12184, -1.27124, -0.06620], [0.88444, 3.45353, -0.34941], [0.31039, 0.70221, -0.27019], [1.01837, -2.69141, 0.13100], [-0.80223, 1.71651, -0.23078], [-0.26316, 3.04521, -0.29330], [0.05403, -0.55567, 0.04648], [-2.44039, -2.00556, 0.90921], [2.04356, -3.06365, 0.09429], [1.02902, 4.42578, -0.38102], [-1.39809, 1.62838, 0.69498], [0.57236, -2.89528, 1.11139], [0.42271, -3.13421, -0.67528], [-1.49375, 1.58242, -1.08137]],
  "atomic_forces_ev_per_a": [[-0.99, -0.32, 0.38], [-0.15, 0.84, -0.09], [-0.10, -0.31, 0.01], [-0.73, 2.46, -0.21], [-0.07, -0.73, 0.19], [0.71, -2.56, 0.15], [0.41, 0.47, -0.03], [0.30, -0.49, -0.25], [0.05, -0.05, -0.03], [-0.27, 0.09, 0.02], [0.13, 0.35, -0.03], [0.15, 0.07, -0.19], [0.19, 0.00, -0.21], [0.17, 0.12, 0.16], [0.18, 0.04, 0.14]]
}

{
  "formula": "C45H81O37P",
  "method": "ωB97M-V/def2-TZVPD",
  "max_force_ha_per_bohr": 0.0384,
  "smiles": "CCOP(=O)(OCC)OCC.C[C@H]1COC(=O)O1.C[C@H]1COC(=O)O1.C[C@H]1COC(=O)O1.C[C@H]1COC(=O)O1.C[C@H]1COC(=O)O1.C[C@H]1COC(=O)O1.COC(=O)OC.COC(=O)OC.COC(=O)OC.COC(=O)OC.COC(=O)OC",
  "e_tot_ha": -4888.81210,
  "charge": 0,
  "lumo_energy_ev": 0.23,
  "elements": ["P", "O", "O", "O", "O", "O", "O", "O", "O", "O", "O", "O", "O", "O", "O", "O", "O", "O", "O", "O", "O", "O", "O", "O", "O", "O", "O", "O", "O", "O", "O", "O", "O", "O", "O", "O", "O", "O", "C", "C", "C", "C", "C", "C", "C", "C", "C", "C", "C", "C", "C", "C", "C", "C", "C", "C", "C", "C", "C", "C", "C", "C", "C", "C", "C", "C", "C", "C", "C", "C", "C", "C", "C", "C", "C", "C", "C", "C", "C", "C", "C", "C", "C", "H", "H", "H", "H", "H", "H", "H", "H", "H", "H", "H", "H", "H", "H", "H", "H", "H", "H", "H", "H", "H", "H", "H", "H", "H", "H", "H", "H", "H", "H", "H", "H", "H", "H", "H", "H", "H", "H", "H", "H", "H", "H", "H", "H", "H", "H", "H", "H", "H", "H", "H", "H", "H", "H", "H", "H", "H", "H", "H", "H", "H", "H", "H", "H", "H", "H", "H", "H", "H", "H", "H", "H", "H", "H", "H", "H", "H", "H", "H", "H", "H"],
  "positions_angstrom": [[-2.63260, -6.11334, 2.40552], [-3.33521, 4.40887, 1.32357], [5.78509, -2.08856, 2.35039], [-3.71643, 2.93343, -0.34969], [1.74670, -0.02910, 3.28454], [6.70638, -3.26801, 0.67330], [1.61639, -4.58846, -2.12457], [3.30740, 3.54682, -5.55427], [0.91184, 5.66097, 2.66645], [3.79752, 1.33123, -0.68446], [3.17192, 5.62973, -1.23657], [-1.61902, -6.34758, 1.22920], [-1.28554, 0.75605, -4.12046], [2.02823, 7.11130, -0.20135], [4.32807, 1.53724, -5.71783], [0.15106, -1.50791, 3.86229], [-2.97161, -7.59164, 2.79798], [5.38145, 1.50468, 0.90923], [2.98562, 5.51783, 3.55911], [0.92913, 5.35295, -1.09272], [2.71658, 1.97155, -4.20025], [-2.12903, -5.24975, 3.47987], [-1.89566, -2.01737, 0.01238], [-1.02636, 2.96786, -4.52472], [-2.88634, 4.82312, -0.85652], [-1.14143, 0.07436, -0.35386], [0.29835, -1.54156, 0.03882], [-0.20451, 1.58638, -5.92572], [1.41717, 3.98172, 4.02000], [0.38170, -3.26362, -3.27817], [-4.39216, 0.48720, -2.59749], [3.29832, 2.06736, 1.35261], [-4.00159, -5.59078, 1.77802], [-4.97506, 1.86067, -4.29135], [4.49084, -3.37342, 1.07481], [-4.50430, -0.30235, -4.66997], [-0.39743, 0.32072, 2.73988], [2.42411, -2.54073, -2.61193], [4.51617, -2.05545, 2.96623], [0.07054, 3.69133, 3.57300], [3.95592, 2.18893, 2.62425], [-1.55056, 3.33341, -3.23364], [3.39797, 4.46823, -2.02848], [-1.38149, -5.27709, -0.93974], [3.59409, -2.56963, 1.85446], [2.44044, -3.43512, 2.32032], [-0.00556, 0.30706, -6.48757], [-3.78928, -0.80407, -2.50348], [-0.33508, 5.04236, 2.94827], [6.52124, 2.44633, 2.73405], [-4.20591, -8.22060, 4.79265], [0.05011, -1.94531, -3.69883], [-1.09106, -5.18711, 0.54553], [-3.96629, -1.38101, -3.91087], [5.75405, -2.92118, 1.28346], [-2.00155, -2.32731, 4.59648], [-1.22750, -1.70883, 3.46493], [-1.00208, -1.23410, -0.13544], [4.23701, 4.07063, -6.49933], [0.13147, 0.69214, -0.72225], [3.53229, 2.27732, -5.20466], [1.88406, 5.10235, 3.42946], [-4.00722, 1.88508, 0.55742], [1.57949, -3.39542, -2.70260], [0.60593, -0.37868, 3.30970], [2.81423, 0.65857, -3.64411], [1.12211, -0.38292, -0.21597], [-4.62330, 0.80436, -3.88792], [0.22759, 2.03481, -0.02502], [-2.35490, 6.12804, -0.62395], [4.13630, 1.61102, 0.42221], [-4.14754, -4.20521, 1.45671], [-4.26189, -7.98653, 3.29023], [5.35432, 1.57950, 2.36594], [0.78600, 7.67572, 0.17927], [-1.65420, -0.30204, 3.05255], [-0.75459, 3.21101, 4.73366], [-4.52878, -1.62857, -1.47584], [1.94785, 5.95576, -0.86399], [2.81144, -4.94624, -1.42977], [-0.86583, 1.68509, -4.77973], [-3.29501, 4.08894, 0.15989], [-5.59147, -3.80084, 1.65179], [-0.55550, -1.48343, -2.91430], [-4.23334, 1.03701, -0.08356], [3.02581, -4.26909, -0.60695], [5.43504, 0.56877, 2.75497], [-3.02517, -1.72582, -4.34767], [-5.02311, -7.25716, 3.03238], [0.99637, 8.50280, 0.84456], [-0.97226, 4.16136, -2.83269], [-1.52012, -3.23118, 4.96703], [-1.20596, -2.39275, 2.61242], [-4.05296, -2.61476, -1.42176], [-2.59808, 3.58860, -3.36392], [2.74521, -4.20110, 3.03575], [-5.76056, -3.66994, 2.72396], [-3.01482, -2.56989, 4.27867], [-3.36747, -8.86242, 5.05146], [-4.49526, -8.94572, 2.82879], [-4.12474, -7.27862, 5.33534], [-2.28262, -0.34978, 2.16378], [5.24563, 4.08316, -6.08517], [-0.92686, 5.61987, 3.66444], [-4.42411, -1.26379, -0.45417], [6.48033, 2.70869, 3.79564], [4.25179, 3.45194, -7.39644], [-1.92788, 6.14518, 0.37865], [3.39679, 1.60231, 3.34549], [0.19054, 7.88628, -0.70922], [3.66421, -5.07286, -2.09090], [4.21287, -1.09044, 3.36229], [-4.80194, 2.10606, 1.26467], [-1.57142, 6.26699, -1.35912], [-4.61076, -2.26120, -3.96034], [-0.70332, 3.95773, 5.52675], [6.58618, 3.33243, 2.11156], [-3.15279, 6.86584, -0.67271], [-5.79646, -2.84161, 1.17371], [4.33447, -2.76467, 3.78288], [-6.31554, -4.52046, 1.27524], [0.10073, 0.73612, -1.81077], [3.95903, 3.25391, 2.84669], [-0.79285, 2.41470, 0.05417], [-2.18103, 0.26619, 3.81961], [3.75494, 0.55028, -3.11183], [0.89915, 2.64314, -0.62727], [0.17957, 2.96996, 2.75935], [-3.50738, -3.59958, 2.10583], [-0.61253, -2.01024, -4.55858], [-0.92946, -4.36541, -1.35288], [1.64484, -0.07698, 0.68777], [-0.36536, 2.26135, 5.09642], [1.82991, -0.70633, -0.97802], [3.10496, -1.80629, 1.24079], [0.18386, 6.95607, 0.74292], [-5.14095, -8.70415, 5.08319], [-2.04265, -1.66798, 5.46943], [-3.79675, -3.98856, 0.44484], [0.90557, -1.33273, -3.95215], [-5.57764, -1.79940, -1.71774], [-0.03188, 0.39525, -7.56883], [-1.44961, 2.49760, -2.54324], [3.95263, 4.79733, -2.90312], [-0.91443, 4.89809, 2.03909], [-2.75042, -0.69260, -2.20431], [2.57620, -5.90518, -0.96925], [1.74807, -2.80425, 2.88520], [-1.49322, -4.26751, 0.96954], [-3.10750, 1.58134, 1.10418], [-0.74694, -0.40380, -6.12851], [2.00719, 0.61494, -2.91703], [2.48472, 3.99638, -2.39327], [3.94183, 5.07902, -6.76781], [0.98414, -0.07109, -6.21270], [-0.01499, -5.16736, 0.72216], [-0.82802, -6.12456, -1.32967], [7.44850, 1.87508, 2.65271], [3.92335, 3.70592, -1.46031], [0.59488, 1.91322, 0.98976], [2.66465, -0.13752, -4.36954], [1.92693, -3.83987, 1.45234], [-2.42485, -5.11296, -1.20384], [-1.79849, 3.09755, 4.43776]],
  "atomic_forces_ev_per_a": [[0.14, -0.01, 0.44], [0.35, -0.10, 0.04], [0.32, 0.35, 0.49], [0.18, 0.10, -0.06], [0.26, 0.01, 0.06], [0.14, 0.12, -0.17], [-0.01, -0.21, -0.45], [-0.04, 0.22, 0.25], [0.22, 0.31, 0.09], [-0.09, 0.00, -0.67], [0.25, 0.09, 0.25], [-0.02, -0.12, -0.15], [0.22, -0.06, 0.08], [0.26, -0.12, -0.01], [0.07, -0.04, 0.02], [0.09, 0.31, 0.04], [-0.19, 0.02, -0.35], [-0.27, -0.60, -0.01], [0.32, 0.18, -0.13], [-0.22, -0.19, -0.03], [-0.34, 0.26, -0.08], [-0.02, 0.28, -0.01], [-0.19, -0.02, -0.12], [0.41, 0.23, 0.28], [0.13, 0.01, -0.65], [-0.54, -0.10, -0.40], [-0.26, -0.11, -0.12], [0.03, 0.44, -0.20], [0.02, -0.01, 0.17], [0.30, -0.10, -0.35], [0.36, 0.43, -0.15], [-0.54, -0.18, 0.21], [0.13, -0.01, -0.24], [0.08, 0.32, 0.03], [0.33, 0.67, -0.10], [0.30, 0.05, 0.04], [-0.18, 0.22, -0.02], [0.09, -0.02, -0.25], [-1.88, -0.54, -0.31], [0.46, 0.54, -0.72], [0.36, -0.10, -0.29], [-0.15, -0.38, 0.10], [-0.46, -0.47, -0.54], [0.86, 1.51, 0.53], [-1.06, -0.43, 0.27], [0.07, 0.46, 0.65], [0.36, -0.72, 0.16], [-0.76, -0.62, 0.41], [-0.41, -0.86, 0.48], [0.60, -0.50, 1.05], [-0.26, 0.35, -0.22], [-0.87, 0.24, 0.02], [-0.16, 0.06, -0.17], [0.58, -0.27, -0.28], [-0.16, -0.66, 0.14], [0.16, 0.11, 0.67], [-0.20, -0.28, 0.41], [0.87, 0.41, 0.89], [0.38, -0.27, -0.46], [-0.11, -0.83, 0.89], [-0.01, -0.20, -0.07], [-0.67, -0.44, 0.01], [0.54, -0.77, 0.07], [-0.18, 0.28, 0.98], [-0.37, -0.22, -0.10], [-0.03, -0.01, 0.37], [0.12, -0.03, -0.78], [-0.39, -0.67, -0.08], [-0.14, -0.64, -0.46], [-0.01, -0.31, 0.81], [0.37, -0.13, 0.59], [-0.10, 0.59, -0.13], [0.10, -0.65, 0.77], [-0.26, 1.03, -0.90], [-0.80, -0.84, 0.27], [-0.04, -0.52, -0.37], [0.05, 0.13, -0.18], [0.32, -0.77, 0.45], [0.09, 0.22, -0.03], [-0.10, -0.49, 0.61], [-0.39, -0.01, -0.10], [-0.58, 0.03, 0.15], [-0.03, 0.29, 0.46], [0.27, 0.17, 0.05], [-0.40, 0.10, 0.04], [0.13, 0.31, -0.33], [0.07, -0.05, 0.00], [0.08, 0.42, -0.02], [0.01, 0.05, -0.14], [0.05, 0.32, -0.34], [0.05, 0.13, -0.32], [-0.10, -0.18, -0.44], [-0.01, 0.11, -0.07], [-0.01, 0.04, -0.20], [-0.03, 0.04, 0.16], [0.15, -0.26, -0.36], [-0.21, -0.08, -0.07], [0.03, -0.07, 0.01], [0.01, -0.04, 0.01], [0.04, 0.16, -0.34], [0.10, -0.03, 0.03], [0.14, 0.19, -0.10], [-0.05, -0.01, 0.07], [0.18, 0.27, -0.10], [-0.10, 0.34, -0.12], [-0.19, 0.25, -0.11], [-0.02, 0.01, 0.02], [0.06, 0.17, -0.07], [-0.12, 0.23, 0.10], [0.16, 0.60, 0.02], [-0.01, 0.26, -0.09], [0.37, 0.28, -0.34], [-0.11, 0.21, -0.14], [-0.08, 0.15, -0.09], [-0.42, 0.32, 0.17], [-0.02, -0.09, 0.08], [-0.16, 0.11, 0.03], [0.03, 0.04, -0.21], [0.10, 0.01, -0.04], [1.06, -0.09, 0.13], [0.18, -0.16, -0.12], [0.14, 0.28, -0.01], [0.22, -0.06, 0.37], [0.16, 0.48, -0.33], [0.21, -0.04, 0.20], [0.06, -0.16, -0.13], [-0.17, 0.50, 0.29], [-0.19, -0.24, 0.30], [-0.04, -0.14, 0.11], [0.15, -0.27, -0.08], [0.26, -0.28, -0.10], [-0.13, -0.05, 0.11], [-0.06, -0.02, 0.09], [0.16, 0.25, 0.07], [0.73, 0.29, -0.21], [0.31, 0.01, 0.01], [0.07, -0.03, 0.13], [-0.11, 0.27, -0.24], [-0.10, -0.40, -0.10], [0.15, -0.10, 0.14], [-0.03, 0.29, -0.12], [-0.17, 0.16, -0.01], [-0.19, -0.04, -0.04], [0.23, -0.11, 0.09], [0.10, 0.15, -0.05], [0.05, 0.16, -0.19], [0.03, -0.07, -0.18], [-0.04, -0.04, -0.26], [-0.06, -0.03, 0.05], [-0.02, 0.35, 0.09], [-0.12, 0.10, -0.13], [0.03, 0.02, 0.02], [-0.18, 0.31, 0.16], [-0.26, 0.01, 0.23], [-0.05, 0.10, 0.05], [0.00, -0.12, -0.01], [-0.61, -0.22, -0.48], [-0.02, 0.06, -0.32], [0.25, 0.22, 0.08], [0.24, -0.03, -0.07], [0.24, 0.16, -0.24], [-0.09, -0.21, 0.10], [-0.18, -0.93, 0.11], [0.01, -0.07, -0.05]]
}

Q: Which formula does entry 1 have?
A: C4H13N2O2